{"formula": "C10H15N5", "method": "ωB97M-V/def2-TZVPD", "total_charge": 0, "relative_energy_ev": 13.4826, "fmax_ev_per_a": 18.2, "lumo_energy_ev": -0.235, "species": ["H", "H", "C", "N", "C", "H", "H", "H", "C", "C", "N", "H", "H", "H", "H", "N", "H", "C", "H", "H", "H", "C", "C", "C", "C", "N", "H", "N", "C", "H"], "xyz": [[-0.34580, 2.38764, 2.29555], [1.85620, -0.41123, -0.51827], [0.31709, 0.95081, -0.12244], [-3.13321, 2.00645, 3.64657], [1.72307, -1.84827, -2.39968], [1.07788, 0.41366, -1.96630], [0.96698, -1.46290, 0.45374], [-2.42146, 2.07720, 0.63284], [-0.49853, 3.10758, 1.49153], [0.94448, -0.03393, -0.98143], [0.19078, -4.28057, -0.69521], [-1.25424, 0.90897, 1.26240], [0.45489, 3.62163, 1.36971], [-2.88499, 0.37651, 0.89529], [2.49618, -2.26996, -0.06587], [-0.18552, 1.79049, 0.47141], [0.17858, -2.07853, -3.77058], [-2.80851, 1.64970, 2.55998], [0.42174, -0.97624, -1.14543], [1.79968, -2.68401, 1.45048], [0.44391, -3.45858, -2.44609], [0.81150, -2.69981, -3.13692], [-2.30130, 1.21112, 1.28367], [-1.33437, 4.21225, 1.91291], [1.53533, -2.39279, 0.43391], [2.45615, -1.15921, -1.83359], [-0.79208, 2.77372, 0.49630], [-2.11656, 5.00231, 2.27921], [0.82546, -3.47595, -0.17717], [1.57658, -3.25792, -3.67660]]}